A 2-piece molecular cluster, C18H37BrN2O6PS overall at a distorted geometry, computed with ωB97M-V/def2-TZVPD.

The geometry in ORCA input format:
```
! RIJCOSX wB97M-V def2-TZVPD def2/J DEFGRID3
* xyz 1 1
C 2.17567 -0.76366 -3.06326
C 2.79194 0.47023 -3.79215
C 1.96737 0.93499 -5.05319
C 1.70489 2.45312 -4.99790
N 0.53603 2.90431 -4.24578
C 0.03327 2.11928 -3.21631
O 0.63781 2.71324 -1.97212
S -0.31491 2.65083 -0.70041
O -0.12898 1.36718 -0.09471
O -0.12364 3.73221 0.17857
O -1.70827 2.76419 -1.54619
C -1.49746 2.16505 -2.85059
C -2.05339 0.73558 -2.66839
C -2.05295 0.00003 -4.07101
C -3.47996 -0.32770 -4.65416
O -2.54318 -1.30996 -4.07237
P -2.69816 3.12415 -3.95118
O -2.35353 2.69327 -5.52206
Br -2.09305 5.28375 -3.66277
H 1.17283 -0.96388 -3.47915
H 2.02446 -0.54893 -1.99257
H 2.77065 -1.67814 -3.17532
H 3.78174 0.15797 -4.15970
H 2.97354 1.30901 -3.10540
H 1.02199 0.37436 -5.09273
H 2.57850 0.69930 -5.93123
H 1.58740 2.80163 -6.03951
H 2.61071 2.97827 -4.64524
H -0.11315 3.49930 -4.73696
H 0.27864 1.05860 -3.08588
H -3.08180 0.69257 -2.30193
H -1.35971 0.11743 -2.07818
H -1.26617 0.28150 -4.78847
H -4.12946 0.16498 -3.93846
H -3.26188 -0.01499 -5.67372
H -1.46665 2.29292 -5.55375
C -1.12734 -3.34922 6.30634
C 0.36164 -3.44004 5.96652
C 1.11305 -2.12960 5.75862
N 0.80181 -1.30248 4.51754
C -0.51895 -0.57631 4.67228
C -0.93414 0.16794 3.41307
C -0.93542 -0.75003 2.20192
C 0.42442 -1.40579 2.02747
C 0.82332 -2.16984 3.27906
C 1.90575 -0.28033 4.43849
H -1.74275 -3.25390 5.41046
H -1.45047 -4.26244 6.80482
H -1.33813 -2.51439 6.97701
H 0.51090 -4.12210 5.12889
H 0.85108 -3.92331 6.81590
H 2.17506 -2.36996 5.69034
H 0.97456 -1.46665 6.61399
H -1.27753 -1.31857 4.90065
H -0.42257 0.09927 5.52224
H -1.93506 0.57614 3.56207
H -0.28217 1.02628 3.23286
H -1.19601 -0.18788 1.30743
H -1.70119 -1.52433 2.32824
H 1.17459 -0.65422 1.76961
H 0.39008 -2.10040 1.18652
H 1.82733 -2.58623 3.19106
H 0.11285 -2.97982 3.43679
H 2.85031 -0.80471 4.31435
H 1.90560 0.29027 5.36452
H 1.73825 0.38066 3.59509
*
```

Computed properties:
E_HOMO = -11.278 eV
Kohn-Sham gap = 9.1 eV
E_tot = -124689.5151 eV

These are the Mulliken partial charges, in e, on atoms 1 to 2: atom 1 (C): -0.782, atom 2 (C): -0.523

=====

C6H20N3PbS as an isolated structure at a distorted geometry, computed with ωB97M-V/def2-TZVPD.

The geometry in ORCA input format:
```
! RIJCOSX wB97M-V def2-TZVPD def2/J DEFGRID3
* xyz 1 1
C -1.69698 1.05161 -4.62967
Pb -1.20576 0.23314 -2.60607
N 0.53687 -1.26345 -3.27282
H -0.22486 2.31700 -0.16837
H 0.30214 0.58262 -1.05453
H -1.94575 2.02533 -4.15957
H -2.24222 0.75328 -5.54294
H -0.58295 0.93425 -4.71794
H 0.41754 -2.24288 -2.94401
H 1.26867 -0.88633 -2.65239
H 1.00229 -1.38980 -4.17524
C -1.89255 1.33515 1.23587
N -0.84837 0.41679 1.71401
C -1.32753 -0.64891 2.58413
C 0.34388 0.29266 1.12237
S 0.92597 1.46753 -0.14103
N 1.28339 -0.52740 1.62049
C 1.50819 -0.58913 3.05021
C 2.41148 -0.90224 0.79204
H -2.65296 1.40432 2.02606
H -2.38490 0.93644 0.33329
H -1.50279 2.34193 1.05907
H -0.91050 -1.62320 2.28554
H -1.09863 -0.46394 3.64969
H -2.42407 -0.69681 2.48863
H 1.06271 -1.49398 3.52094
H 2.60159 -0.62747 3.24999
H 1.10753 0.31041 3.57525
H 2.09421 -1.44890 -0.11710
H 3.02005 -0.02548 0.49332
H 3.05432 -1.57253 1.38080
*
```

Computed properties:
Energy above the lowest of the compared OMol25 structures with the same formula, charge and spin = 114.2 kcal per mole
E_HOMO (spin up / spin down) = -8.939 / -9.261 eV
Kohn-Sham gap (spin up / spin down) = 5.7 / 6.0 eV
E_tot = -27087.0418 eV

These are the Mulliken partial charges, in e, on atoms 1 to 2: atom 1 (C): -1.053, atom 2 (Pb): 0.416

=====

C2H3IrLiO as an isolated structure at a distorted geometry, computed with ωB97M-V/def2-TZVPD.

The geometry in ORCA input format:
```
! RIJCOSX wB97M-V def2-TZVPD def2/J DEFGRID3
* xyz 1 5
C 0.03246 0.39325 -0.22640
C -1.08762 0.87416 0.26139
O -1.95415 1.37780 0.87803
Li 1.13107 -1.78373 1.26065
H 0.22808 0.44688 -1.29062
H 1.33205 1.72857 -0.17729
Ir -0.25362 -2.53092 -1.08570
H 0.57172 -0.50601 0.37994
*
```

Computed properties:
Energy above the lowest of the compared OMol25 structures with the same formula, charge and spin = 0.0 kcal per mole
E_HOMO (spin up / spin down) = -11.744 / -13.597 eV
⟨S²⟩ = 6.0194
Kohn-Sham gap (spin up / spin down) = 6.7 / 7.3 eV
E_tot = -7198.0712 eV

These are the Mulliken partial charges, in e, on atoms 1 to 2: atom 1 (C): -1.246, atom 2 (C): 1.061

=====

C5H9NO2 as an isolated structure at a distorted geometry, computed with ωB97M-V/def2-TZVPD.

The geometry in ORCA input format:
```
! RIJCOSX wB97M-V def2-TZVPD def2/J DEFGRID3
* xyz 0 1
C 0.61609 -2.44481 0.10897
C 0.31369 0.79257 1.74819
C -0.19401 1.30962 0.24162
C -0.17924 -0.16901 -1.01708
C 0.21771 -1.10775 -0.27799
N -0.46686 0.40334 -2.20460
O -1.59152 1.36533 0.33877
O 0.47615 2.24391 -0.22934
H -1.83062 2.14392 -0.20896
H 0.27336 0.32690 -2.89169
H -1.05736 1.19158 -2.42273
H 1.62532 -2.48338 0.52136
H 0.66367 -3.03993 -0.81171
H -0.13251 -2.95677 0.71610
H -0.43050 0.27016 2.34870
H 1.30895 0.36623 1.84984
H 0.38768 1.78810 2.19056
*
```

Computed properties:
Energy above the lowest of the compared OMol25 structures with the same formula, charge and spin = 110.7 kcal per mole
E_HOMO (spin up / spin down) = -8.453 / -8.454 eV
Kohn-Sham gap (spin up / spin down) = 8.6 / 8.6 eV
E_tot = -10911.7762 eV

These are the Mulliken partial charges, in e, on atoms 1 to 2: atom 1 (C): -1.252, atom 2 (C): -1.301

=====

A 9-piece molecular cluster, C4H28N2O8 overall at a distorted geometry, computed with ωB97M-V/def2-TZVPD.

The geometry in ORCA input format:
```
! RIJCOSX wB97M-V def2-TZVPD def2/J DEFGRID3
* xyz 1 2
C -0.91051 -1.07855 0.01719
C 0.27333 -0.14678 0.07049
C 0.88210 -0.37582 1.46486
N 1.17400 -0.26712 -1.07422
C 0.94633 -1.43011 -1.99827
N 1.23849 -0.87792 -3.31517
H -1.48370 -0.70124 0.81629
H -0.75686 -2.11388 0.48210
H -1.40679 -1.14189 -0.92656
H -0.11375 0.89855 0.06953
H 1.32108 -1.37073 1.59736
H 0.16156 -0.03219 2.12807
H 1.68077 0.33227 1.75675
H 2.25060 -0.02778 -0.84110
H -0.09040 -1.85721 -1.92344
H 1.52965 -2.35688 -1.80558
H 0.59937 -0.14778 -3.64739
H 2.18928 -0.64169 -3.72697
H 3.62478 2.61719 1.07206
H 3.93368 2.36623 2.48975
O 3.95106 1.94112 1.69260
H 0.21261 3.21672 -0.55324
H 1.19659 3.10063 0.72688
O 0.34243 3.06588 0.40190
H -1.73290 2.33369 0.88253
H -2.95948 2.95790 1.61653
O -2.62192 2.13779 1.27329
H 0.41941 -3.53737 3.15217
H -0.19143 -4.48382 2.16230
O -0.33078 -3.64625 2.62732
H -3.57158 2.48865 -2.64082
H -2.01313 2.47011 -2.93046
O -2.78225 3.00927 -3.04888
H -2.30540 -3.88045 -0.34715
H -3.08904 -2.56324 -0.65020
O -3.04018 -3.56226 -0.92650
H 0.60776 3.10442 -3.10330
H 0.47422 1.81672 -2.35671
O 0.11354 2.73657 -2.45288
H -0.53176 -1.94306 3.80502
H 0.72429 -0.92544 3.68949
O 0.08491 -1.48425 4.27437
*
```

Computed properties:
Energy above the lowest of the compared OMol25 structures with the same formula, charge and spin = 76.0 kcal per mole
E_HOMO (spin up / spin down) = -13.618 / -13.617 eV
⟨S²⟩ = 0.7570
Kohn-Sham gap (spin up / spin down) = 10.1 / 5.7 eV
E_tot = -23951.6502 eV

These are the Mulliken partial charges, in e, on atoms 1 to 2: atom 1 (C): -2.162, atom 2 (C): 1.669

=====

C62H52I2N3NaO3P2S2Se2 as an isolated structure at a distorted geometry, computed with ωB97M-V/def2-TZVPD.

The geometry in ORCA input format:
```
! RIJCOSX wB97M-V def2-TZVPD def2/J DEFGRID3
* xyz -2 1
Na -0.11269 0.89480 -3.20903
C -9.02051 0.33750 -2.97564
C -7.55033 0.04927 -2.83721
C -7.01313 -1.16913 -3.23795
C -5.64811 -1.40250 -3.17530
C -4.80368 -0.41325 -2.70814
C -5.32602 0.80126 -2.29219
C -6.68998 1.02696 -2.34789
S -2.98582 -0.61251 -2.74144
O -2.71493 -1.64332 -3.75005
C -2.99154 -1.51179 -1.14789
C -3.59971 -0.89955 -0.04109
C -3.62003 -1.51188 1.17762
C -3.01237 -2.77333 1.35054
C -3.02216 -3.43402 2.59707
C -2.37898 -4.63066 2.76721
C -1.70320 -5.22148 1.69016
C -1.69832 -4.61776 0.46069
C -2.35947 -3.38595 0.24892
C -2.35208 -2.72563 -1.01905
C -1.63948 -3.39419 -2.13916
C -2.22600 -4.54038 -2.74656
C -3.53351 -4.96654 -2.42177
C -4.07381 -6.08211 -3.00350
C -3.34163 -6.82333 -3.94446
C -2.08244 -6.41823 -4.30084
C -1.49854 -5.26808 -3.72561
C -0.21007 -4.82897 -4.09921
C 0.32701 -3.71137 -3.52453
C -0.37666 -3.00592 -2.53738
S 0.47687 -1.53872 -1.90485
O -0.56170 -0.46981 -1.82532
C 0.66794 -2.14065 -0.21512
C 1.49860 -3.22412 0.02451
C 1.68643 -3.66849 1.32206
C 1.07125 -3.02674 2.39035
C 1.28595 -3.47461 3.80561
C 0.28055 -1.91460 2.13254
C 0.07810 -1.46966 0.83943
H -9.61911 -0.56480 -2.85464
H -9.23222 0.75229 -3.96350
H -9.34391 1.06573 -2.23289
H -7.66815 -1.94419 -3.61855
H -5.21918 -2.34026 -3.50792
H -4.65929 1.58326 -1.94851
H -7.08906 1.98279 -2.03058
H -4.07668 0.06126 -0.16369
H -4.09273 -1.03302 2.02595
H -3.54192 -2.96829 3.42631
H -2.37912 -5.11598 3.73573
H -1.18438 -6.16090 1.83535
H -1.18200 -5.08680 -0.36500
H -4.11289 -4.39218 -1.71103
H -5.07811 -6.39394 -2.74473
H -3.77827 -7.70661 -4.39546
H -1.51917 -6.97035 -5.04415
H 0.33795 -5.38037 -4.85301
H 1.30457 -3.35231 -3.82206
H 1.99440 -3.71708 -0.80341
H 2.33340 -4.51784 1.50728
H 1.55797 -4.52798 3.85174
H 0.38472 -3.30997 4.39473
H 2.09648 -2.88828 4.24474
H -0.16619 -1.36713 2.95326
H -0.54071 -0.60481 0.66230
Se 3.56278 -0.45124 3.15998
P 3.96204 1.11549 1.79363
C 5.56611 0.72187 1.00846
C 5.64767 -0.46301 0.27637
C 6.86119 -0.87541 -0.24393
C 8.00596 -0.12006 -0.03655
C 7.93610 1.03926 0.71863
C 6.72486 1.45228 1.25125
C 4.24087 2.70185 2.63116
C 4.78535 3.77313 1.91771
C 5.20012 4.90869 2.58447
C 5.04689 5.00693 3.96050
C 4.46895 3.96114 4.66821
C 4.08055 2.80958 4.00849
C 2.77595 1.32369 0.46112
C 1.64411 2.09536 0.09296
N 1.25626 1.63099 -1.10968
N 2.06940 0.65957 -1.45706
N 2.97371 0.44554 -0.53770
P 0.66180 3.44653 0.76885
Se -0.74565 4.49584 -0.41814
C 0.06249 2.98683 2.43188
C 0.72110 2.01753 3.17206
C 0.25565 1.65905 4.42484
C -0.88489 2.25609 4.93727
C -1.56096 3.20844 4.18719
C -1.08971 3.57647 2.93739
C 1.86739 4.79106 1.04954
C 1.77926 5.64063 2.14467
C 2.50079 6.82349 2.16342
C 3.29890 7.16842 1.08414
C 3.38840 6.32379 -0.01430
C 2.67182 5.14179 -0.03347
H 4.75217 -1.04152 0.10513
H 6.91414 -1.79116 -0.81795
H 8.95160 -0.43278 -0.46108
H 8.82725 1.62911 0.89427
H 6.69246 2.34781 1.85366
H 4.89977 3.69822 0.84453
H 5.65849 5.71803 2.03337
H 5.39608 5.88863 4.48133
H 4.35050 4.03372 5.74206
H 3.66811 1.96942 4.55392
H 1.59224 1.52389 2.77305
H 0.78573 0.89560 4.98063
H -1.25395 1.97342 5.91580
H -2.46686 3.65674 4.57501
H -1.60865 4.31721 2.34055
H 1.13032 5.37951 2.97180
H 2.42503 7.48696 3.01651
H 3.84760 8.10198 1.09466
H 4.00519 6.59687 -0.86120
H 2.69738 4.49123 -0.90059
I 2.44306 -0.35161 -5.34184
C 1.66553 1.62164 -4.85926
H 1.47322 2.08048 -5.83377
H 2.52173 2.14220 -4.41697
O -1.29488 1.40022 0.32741
H -1.90753 2.07665 0.00959
H -0.92158 1.02235 -0.48412
I -3.19383 1.50591 -5.28833
C -2.00716 2.45595 -3.72817
H -2.71541 2.58071 -2.89552
H -1.81528 3.45829 -4.12172
*
```

Computed properties:
Energy above the lowest of the compared OMol25 structures with the same formula, charge and spin = 42.0 kcal per mole
E_HOMO = -0.751 eV
Kohn-Sham gap = 4.3 eV
E_tot = -267309.8258 eV

These are the Mulliken partial charges, in e, on atoms 1 to 2: atom 1 (Na): 0.751, atom 2 (C): -1.537